--- 1 ---
This record from the OMol25 dataset describes a structure of composition C3H6N2OS2. The level of theory is ωB97M-V with the def2-TZVPD basis set.

Values from the calculation:
LUMO = -0.36 eV
gap between HOMO and LUMO = 8.0 eV

```
! RIJCOSX wB97M-V def2-TZVPD def2/J DEFGRID3
* xyz 0 1
C -0.24 1.85 0.35
C -1.71 -0.34 -0.27
C 0.54 -1.18 0.05
H -0.27 1.19 1.26
H -0.43 2.96 0.75
H 0.63 1.69 -0.34
H -1.19 -1.97 0.86
H 1.22 -2.29 0.16
H 3.16 0.17 -1.03
N -0.71 -1.10 0.45
N 1.22 -0.26 -0.63
O 2.57 -0.83 -0.58
S -1.69 1.35 -0.57
S -3.11 -1.24 -0.43
*
```


--- 2 ---
This record from the OMol25 dataset describes the molecule C3H6N2OS2. The level of theory is ωB97M-V with the def2-TZVPD basis set.

Values from the calculation:
SMILES = CC(=S)O/N=C\NS
LUMO = 0.46 eV
gap between HOMO and LUMO = 9.0 eV

```
! RIJCOSX wB97M-V def2-TZVPD def2/J DEFGRID3
* xyz 0 1
C -2.26 1.86 0.06
C -1.94 0.40 -0.06
S -2.98 -0.83 -0.06
O -0.57 0.28 0.00
N -0.07 -1.04 0.04
C 1.23 -0.99 0.20
N 1.93 0.18 0.17
S 3.54 0.19 -0.18
H -1.73 2.44 -0.76
H -3.36 2.02 0.00
H -1.78 2.23 0.98
H 1.82 -1.89 0.13
H 1.38 1.00 -0.15
H 3.98 0.60 1.07
*
```


Tell me which of them is the most stable. Sure, it is 2.


--- 1 ---
This record from the OMol25 dataset describes a structure of composition C4H8O2. The level of theory is ωB97M-V with the def2-TZVPD basis set.

Values from the calculation:
LUMO = 0.14 eV
gap between HOMO and LUMO = 7.1 eV

```
! RIJCOSX wB97M-V def2-TZVPD def2/J DEFGRID3
* xyz 0 1
C -1.05 0.39 -1.06
C -0.04 0.45 0.08
O 0.08 1.73 0.65
C -0.04 -0.65 1.02
C 1.38 -0.01 -0.30
O 1.37 -1.53 0.15
H -2.07 0.59 -0.71
H -1.03 -0.60 -1.52
H -0.77 1.12 -1.82
H -0.82 2.07 0.79
H 0.41 -0.46 1.99
H -0.68 -1.52 0.96
H 2.10 0.42 0.42
H 1.15 -2.01 -0.66
*
```


--- 2 ---
This record from the OMol25 dataset describes the molecule C4H8O2. The level of theory is ωB97M-V with the def2-TZVPD basis set.

Values from the calculation:
LUMO = 0.96 eV
gap between HOMO and LUMO = 10.0 eV

```
! RIJCOSX wB97M-V def2-TZVPD def2/J DEFGRID3
* xyz 0 1
C -2.18 -0.30 -0.37
C -1.26 0.43 0.59
C 0.94 1.24 0.60
O 0.11 0.30 0.17
O 2.18 0.86 0.36
C 2.48 -0.44 -0.20
H -3.21 -0.34 0.03
H -2.23 0.19 -1.35
H -1.85 -1.33 -0.52
H -1.49 1.49 0.69
H -1.29 -0.03 1.58
H 3.55 -0.55 -0.06
H 1.94 -1.23 0.33
H 2.22 -0.46 -1.26
*
```


Tell me which of them is the most stable. Sure, it is 2.


--- 1 ---
This record from the OMol25 dataset describes the molecule C4H8O2. The level of theory is ωB97M-V with the def2-TZVPD basis set.

Values from the calculation:
LUMO = 0.45 eV
gap between HOMO and LUMO = 9.4 eV

```
! RIJCOSX wB97M-V def2-TZVPD def2/J DEFGRID3
* xyz 0 1
C -0.75 1.24 -0.23
C -1.05 -0.12 -0.51
O -1.11 -0.58 -1.78
C 0.64 -0.05 -0.14
O 1.28 -0.33 -1.20
C 0.84 -0.73 1.21
H -1.01 1.69 0.73
H -0.54 1.91 -1.07
H 0.75 1.12 0.17
H -1.60 -0.69 0.24
H -0.13 -0.72 -2.00
H 1.88 -0.62 1.51
H 0.62 -1.80 1.09
H 0.19 -0.32 1.98
*
```


--- 2 ---
This record from the OMol25 dataset describes the molecule C4H8O2. The level of theory is ωB97M-V with the def2-TZVPD basis set.

Values from the calculation:
SMILES = C[C@@]1(O)C[C@H]1O
LUMO = 0.87 eV
gap between HOMO and LUMO = 10.5 eV

```
! RIJCOSX wB97M-V def2-TZVPD def2/J DEFGRID3
* xyz 0 1
C -0.15 -1.48 -0.13
C -0.02 -0.11 0.47
O -0.40 0.01 1.82
C 1.07 0.83 0.00
C -0.37 1.10 -0.35
O -0.70 0.96 -1.69
H 0.72 -2.11 0.09
H -0.25 -1.41 -1.22
H -1.05 -1.97 0.27
H 0.36 -0.26 2.36
H 1.54 1.47 0.74
H 1.71 0.50 -0.81
H -0.87 1.91 0.18
H -1.58 0.56 -1.73
*
```


--- 3 ---
This record from the OMol25 dataset describes the molecule C4H8O2. The level of theory is ωB97M-V with the def2-TZVPD basis set.

Values from the calculation:
SMILES = O[C@H]1CCOC1
LUMO = 0.88 eV
gap between HOMO and LUMO = 10.7 eV

```
! RIJCOSX wB97M-V def2-TZVPD def2/J DEFGRID3
* xyz 0 1
O 1.11 -0.57 -1.70
C 0.48 0.25 -0.74
C -0.92 -0.25 -0.36
C -1.02 0.06 1.15
O 0.22 0.65 1.52
C 1.19 0.20 0.61
H 0.61 -0.45 -2.52
H 0.45 1.29 -1.09
H -0.95 -1.32 -0.55
H -1.70 0.22 -0.96
H -1.19 -0.86 1.74
H -1.82 0.76 1.39
H 2.06 0.86 0.69
H 1.50 -0.84 0.82
*
```


--- 4 ---
This record from the OMol25 dataset describes the molecule C4H8O2. The level of theory is ωB97M-V with the def2-TZVPD basis set.

Values from the calculation:
SMILES = CCCC(=O)O
LUMO = 0.82 eV
gap between HOMO and LUMO = 11.3 eV

```
! RIJCOSX wB97M-V def2-TZVPD def2/J DEFGRID3
* xyz 0 1
C -0.02 -0.99 1.73
C 0.52 -0.44 0.43
C -0.41 0.67 -0.13
C 0.00 1.07 -1.51
O 0.65 2.03 -1.81
O -0.39 0.13 -2.40
H -0.14 -0.22 2.49
H 0.66 -1.73 2.16
H -0.98 -1.51 1.61
H 0.62 -1.23 -0.32
H 1.51 0.00 0.55
H -1.44 0.31 -0.09
H -0.36 1.47 0.59
H -0.22 0.44 -3.30
*
```


Tell me which of them is the most stable. Sure, it is 4.


--- 1 ---
This record from the OMol25 dataset describes a structure of composition C45H30CaI2N9O3S. The level of theory is ωB97M-V with the def2-TZVPD basis set.

Values from the calculation:
LUMO = 1.66 eV
gap between HOMO and LUMO = 6.6 eV

```
! RIJCOSX wB97M-V def2-TZVPD def2/J DEFGRID3
* xyz -1 1
Ca -0.31 0.89 0.58
O -0.41 -6.48 1.19
C -1.40 -5.76 1.38
O -2.62 -6.03 1.46
C -1.08 -4.25 1.50
C 0.19 -3.77 1.26
C 0.41 -2.40 1.20
N -0.58 -1.52 1.40
C -1.80 -1.97 1.72
C -2.08 -3.33 1.77
C -2.84 -0.94 1.99
C -4.16 -1.29 2.30
C -5.08 -0.30 2.55
C -4.68 1.03 2.49
C -3.36 1.30 2.16
N -2.46 0.34 1.92
C 1.75 -1.82 0.89
C 2.83 -2.63 0.54
C 4.04 -2.03 0.26
C 4.16 -0.65 0.34
C 3.03 0.07 0.68
N 1.86 -0.49 0.94
H 0.97 -4.50 1.09
H -3.07 -3.73 1.97
H -4.45 -2.33 2.34
H -6.10 -0.56 2.80
H -5.36 1.84 2.68
H -3.00 2.31 2.06
H 2.72 -3.70 0.47
H 4.89 -2.64 -0.03
H 5.09 -0.15 0.11
H 3.06 1.16 0.71
I -2.65 5.80 1.13
C -1.24 4.95 2.41
C -0.84 5.65 3.56
C 0.05 5.11 4.44
I 0.59 6.22 6.12
C 0.58 3.81 4.21
C 1.48 3.14 5.07
C 1.90 1.88 4.77
C 1.45 1.27 3.59
N 0.63 1.87 2.75
C 0.19 3.12 3.04
C -0.75 3.68 2.07
O -1.08 3.03 1.04
H -1.26 6.63 3.74
H 1.81 3.63 5.98
H 2.57 1.34 5.43
H 1.76 0.27 3.33
S 1.16 2.16 -1.42
C 1.92 0.78 -2.13
N 3.15 0.72 -2.55
N 3.88 1.83 -2.36
C 5.24 1.83 -2.59
C 5.90 0.71 -3.11
C 7.27 0.76 -3.32
C 8.01 1.90 -3.03
C 7.35 3.01 -2.51
C 5.98 2.98 -2.29
N 1.32 -0.49 -2.33
N 0.29 -0.72 -1.68
C -0.18 -2.08 -1.86
C -1.50 -2.36 -1.54
C -1.96 -3.66 -1.58
C -1.11 -4.70 -1.92
C 0.21 -4.41 -2.26
C 0.68 -3.11 -2.23
H 3.42 2.61 -1.91
H 5.33 -0.18 -3.34
H 7.77 -0.12 -3.72
H 9.08 1.92 -3.20
H 7.90 3.91 -2.27
H 5.47 3.85 -1.89
H -2.14 -1.55 -1.21
H -2.98 -3.88 -1.28
H -1.45 -5.72 -1.88
H 0.89 -5.22 -2.50
H 1.71 -2.88 -2.47
N -2.39 0.93 -0.96
C -3.28 0.80 -1.67
C -4.40 0.58 -2.54
C -5.50 1.43 -2.49
C -6.58 1.19 -3.32
C -6.57 0.11 -4.18
C -5.48 -0.74 -4.23
C -4.38 -0.52 -3.41
H -5.49 2.28 -1.81
H -7.44 1.86 -3.29
H -7.42 -0.08 -4.83
H -5.47 -1.59 -4.90
H -3.52 -1.17 -3.43
*
```


--- 2 ---
This record from the OMol25 dataset describes a structure of composition C45H30CaI2N9O3S. The level of theory is ωB97M-V with the def2-TZVPD basis set.

Values from the calculation:
LUMO = 1.47 eV
gap between HOMO and LUMO = 6.4 eV

```
! RIJCOSX wB97M-V def2-TZVPD def2/J DEFGRID3
* xyz -1 1
Ca 0.13 0.11 0.80
O 4.59 -5.41 -0.60
C 4.13 -5.14 0.52
O 4.44 -5.54 1.66
C 2.97 -4.11 0.51
C 2.33 -3.75 1.69
C 1.31 -2.81 1.64
N 0.92 -2.23 0.50
C 1.52 -2.59 -0.64
C 2.55 -3.52 -0.67
C 0.99 -1.95 -1.88
C 1.62 -2.10 -3.11
C 1.08 -1.48 -4.22
C -0.08 -0.75 -4.09
C -0.64 -0.65 -2.82
N -0.12 -1.21 -1.74
C 0.61 -2.37 2.89
C 1.09 -2.74 4.15
C 0.42 -2.29 5.27
C -0.71 -1.50 5.12
C -1.10 -1.17 3.83
N -0.45 -1.59 2.75
H 2.66 -4.25 2.59
H 3.04 -3.84 -1.58
H 2.53 -2.68 -3.19
H 1.58 -1.56 -5.18
H -0.53 -0.24 -4.93
H -1.54 -0.06 -2.67
H 1.98 -3.34 4.25
H 0.78 -2.55 6.26
H -1.26 -1.12 5.97
H -1.94 -0.51 3.66
I -1.84 3.05 4.82
C 0.01 2.12 4.79
C 0.77 2.02 5.97
C 1.96 1.36 6.01
I 3.00 1.26 7.82
C 2.47 0.75 4.83
C 3.69 0.04 4.74
C 4.09 -0.51 3.55
C 3.25 -0.37 2.44
N 2.10 0.26 2.48
C 1.70 0.83 3.64
C 0.42 1.52 3.60
O -0.26 1.54 2.52
H 0.38 2.49 6.87
H 4.31 -0.05 5.63
H 5.01 -1.05 3.46
H 3.52 -0.82 1.48
S 2.15 1.13 -0.88
C 1.11 1.87 -2.03
N 1.36 2.04 -3.30
N 2.51 1.50 -3.71
C 2.86 1.47 -5.03
C 2.10 2.10 -6.02
C 2.49 2.02 -7.35
C 3.63 1.33 -7.72
C 4.39 0.70 -6.74
C 4.01 0.77 -5.41
N -0.18 2.38 -1.77
N -0.76 1.99 -0.74
C -2.06 2.55 -0.59
C -2.74 3.15 -1.64
C -3.98 3.73 -1.41
C -4.54 3.70 -0.14
C -3.87 3.09 0.90
C -2.63 2.50 0.69
H 3.07 1.03 -3.00
H 1.20 2.64 -5.73
H 1.89 2.51 -8.10
H 3.93 1.28 -8.76
H 5.29 0.16 -7.00
H 4.60 0.27 -4.65
H -2.28 3.19 -2.62
H -4.51 4.21 -2.23
H -5.51 4.16 0.03
H -4.29 3.07 1.90
H -2.06 2.09 1.52
N -2.40 -1.09 0.31
C -3.51 -0.80 0.24
C -4.89 -0.44 0.12
C -5.27 0.43 -0.90
C -6.60 0.78 -1.04
C -7.55 0.28 -0.16
C -7.17 -0.58 0.86
C -5.84 -0.94 1.01
H -4.51 0.84 -1.57
H -6.90 1.46 -1.83
H -8.59 0.56 -0.26
H -7.91 -0.97 1.55
H -5.53 -1.62 1.79
*
```


Tell me which of them is the most stable. Sure, it is 1.